(1)
Computed, not measured: a molecular structure, C31H26AuCl2NP2S, with ωB97M-V/def2-TZVPD.

Properties
Max |F|, eV/Å: 2.05
ΔE to the lowest compared entry with this formula, charge and spin, kcal per mole: 0.0
LUMO level (spin up / spin down), eV: -8.67 / -8.67
Electronic energy, eV: -92194.560
Charge: +2
Kohn-Sham gap (spin up / spin down), eV: 4.9624 / 4.9607

Cartesian coordinates (Å):
C  2.200  1.629  6.568
H  -2.324  1.966  -2.829
H  1.701  -1.603  1.230
C  2.465  -0.668  -4.984
C  -2.790  2.449  -1.979
C  -2.888  -0.948  -0.833
H  -1.190  -0.557  2.097
H  -2.624  -2.469  2.720
C  -2.690  -2.046  1.727
C  1.696  -0.260  -3.902
C  -4.051  3.646  0.211
C  2.787  1.090  3.936
H  0.939  2.641  -1.419
C  -0.112  -3.942  -1.256
H  -2.547  2.712  1.417
C  3.409  1.061  6.226
P  1.209  -0.106  -1.171
C  4.280  -1.244  -3.504
C  -1.886  -0.971  1.375
C  -4.540  3.833  -1.076
C  3.715  0.788  4.900
C  0.971  -3.585  0.872
C  3.750  -1.153  -4.786
H  1.316  -3.964  1.824
H  2.057  -0.604  -5.984
H  4.134  0.829  6.995
H  3.933  -0.919  -1.415
Cl  3.226  0.756  2.274
H  4.346  -1.456  -5.636
C  1.277  1.933  5.581
P  -1.065  1.038  -0.344
H  4.667  0.351  4.630
H  -4.547  4.107  1.054
C  2.230  -0.363  -2.620
H  0.155  -5.461  0.239
H  -5.414  4.451  -1.233
C  -1.981  -0.429  0.096
H  1.959  1.847  7.600
H  0.689  0.103  -4.062
N  -0.169  0.794  -1.764
H  -4.205  -3.412  1.074
Cl  -0.208  2.659  6.033
H  -4.381  -2.434  -1.190
C  1.540  1.663  4.227
H  1.058  1.980  -3.052
H  -0.204  -2.259  -2.576
H  5.280  -1.627  -3.354
C  0.751  -1.770  -0.701
C  3.522  -0.846  -2.416
H  -4.305  3.379  -3.163
C  0.115  -2.626  -1.606
C  -3.678  -2.024  -0.477
H  -2.975  -0.514  -1.822
C  -2.303  2.264  -0.683
C  0.320  -4.423  -0.021
S  0.338  2.090  3.078
Au  0.931  1.047  1.000
H  -0.613  -4.604  -1.949
C  -2.930  2.860  0.413
C  -3.579  -2.572  0.801
H  -0.421  2.780  -2.537
C  1.183  -2.253  0.534
C  0.384  2.131  -2.219
C  -3.915  3.235  -2.165

(2)
Computed, not measured: a molecular structure, C34H39CaIN8O2, with ωB97M-V/def2-TZVPD.

Properties
Max |F|, eV/Å: 2.90
ΔE to the lowest compared entry with this formula, charge and spin, kcal per mole: 57.0
LUMO level, eV: -4.92
Electronic energy, eV: -78436.645
Charge: +2
Kohn-Sham gap, eV: 7.5439

Cartesian coordinates (Å):
C  5.268  -2.605  -1.447
H  2.710  3.694  4.510
C  -4.421  0.772  2.544
H  0.558  5.297  -1.244
C  -1.452  -0.760  -2.845
C  -2.651  -1.994  -1.141
N  -2.670  0.319  0.994
N  2.195  -0.411  0.454
I  0.998  -3.148  -1.126
Ca  -0.182  -0.377  -0.047
H  -2.222  -2.795  -1.754
O  4.357  0.255  3.863
C  -2.934  0.391  -1.392
C  2.161  3.092  3.801
H  -0.575  7.238  1.769
C  4.506  -0.686  -0.233
H  -3.702  -4.629  2.550
H  4.725  0.279  0.203
C  -3.332  -3.365  0.856
H  -1.434  5.066  1.069
H  -1.741  2.964  1.743
H  -2.392  0.211  3.013
N  0.906  3.489  3.591
O  -0.094  1.256  1.016
C  0.144  2.820  2.762
C  2.945  -2.347  -0.897
H  -1.438  4.252  2.975
H  -4.206  -3.687  0.313
H  -1.457  6.241  -0.262
N  -2.004  -0.732  -1.495
H  0.587  6.043  1.883
C  1.490  2.213  -3.420
H  0.786  2.393  -5.446
C  -0.811  5.661  0.399
H  -1.033  0.733  -5.103
H  -6.323  1.292  1.692
H  -3.752  0.294  -2.127
C  2.601  0.225  1.508
C  0.654  1.916  -4.487
H  4.084  0.075  4.768
H  -1.394  3.826  -1.497
C  5.529  -1.392  -0.832
H  -0.236  -2.110  2.642
H  -2.240  -0.723  -3.615
H  3.585  -0.034  1.907
C  -5.300  1.012  1.499
C  1.963  1.289  2.225
C  -4.842  0.881  0.198
C  0.631  1.738  1.949
H  -1.669  -3.823  3.758
H  2.284  2.935  -3.526
C  3.179  -1.158  -0.203
C  -3.116  0.420  2.234
H  0.903  4.341  0.221
H  4.470  2.248  4.402
C  2.725  1.983  3.205
C  -3.056  -3.886  2.110
H  4.812  1.839  2.715
H  -2.369  1.303  -1.619
H  0.629  7.145  0.619
H  6.529  -0.983  -0.825
C  0.107  4.721  -0.427
C  -1.925  -3.442  2.781
C  -0.462  0.351  -3.067
H  3.746  -3.999  -1.994
C  1.278  1.563  -2.214
N  -1.371  -2.030  0.939
C  -0.353  0.984  -4.302
C  -1.126  -2.500  2.157
H  -0.751  2.859  -0.294
N  0.339  0.642  -2.046
H  -3.726  -1.965  -1.369
H  -0.898  -1.695  -2.988
C  3.967  -3.071  -1.488
H  -5.504  1.061  -0.634
C  -1.307  3.205  2.711
C  -3.510  0.530  -0.009
C  -2.454  -2.444  0.290
H  1.891  1.770  -1.348
H  -4.742  0.862  3.570
H  6.063  -3.173  -1.907
N  -0.556  3.578  -0.987
C  4.153  1.617  3.565
N  0.010  6.590  1.225
H  -1.851  2.626  3.455

(3)
Computed, not measured: a molecular structure, C3H6NO, with ωB97M-V/def2-TZVPD.

Properties
Max |F|, eV/Å: 2.01
ΔE to the lowest compared entry with this formula, charge and spin, kcal per mole: 52.8
LUMO level, eV: -3.61
Electronic energy, eV: -6735.687
Charge: +1
Kohn-Sham gap, eV: 12.5180

Cartesian coordinates (Å):
C  0.841  0.142  0.910
H  -1.315  1.184  0.203
H  0.904  1.501  -1.508
O  1.658  0.129  -0.147
H  0.086  -1.560  -0.130
H  0.397  -0.265  -1.693
H  -1.301  -1.233  0.915
C  0.619  0.552  -1.066
H  1.147  -0.001  1.996
N  -0.439  -0.910  0.473
C  -0.364  0.572  0.158

(4)
Computed, not measured: a molecular structure, C17H26Cl2N2OPd, with ωB97M-V/def2-TZVPD.

Properties
Max |F|, eV/Å: 5.36
Multiplicity: 5
<S²>: 6.0126
LUMO level (spin up / spin down), eV: 0.17 / -2.35
Electronic energy, eV: -51596.711
Kohn-Sham gap (spin up / spin down), eV: 6.6246 / 6.8489

Cartesian coordinates (Å):
H  -1.160  -0.313  5.716
C  -1.675  -0.021  4.787
O  -0.116  -2.121  4.156
H  0.054  -0.250  -6.352
H  -0.780  2.107  3.945
H  1.446  0.899  -4.589
H  -3.531  -0.909  5.337
C  1.008  -1.105  2.358
Cl  0.429  2.075  -0.560
H  1.901  -2.203  -2.495
C  2.225  -1.791  2.527
N  1.601  -0.568  0.127
H  1.512  2.650  4.136
H  -3.419  0.581  -3.968
C  1.310  1.575  4.071
C  -0.366  0.473  -5.641
C  -2.406  0.931  -4.157
H  0.056  2.092  -3.106
C  0.687  -0.563  1.113
C  -2.795  -1.011  4.533
H  -2.364  0.691  -6.268
C  -1.855  0.253  -5.412
N  -0.704  0.059  3.695
C  0.491  0.402  -4.365
H  1.371  1.144  5.079
C  -0.082  1.399  3.482
H  2.372  -2.372  3.435
Cl  -1.746  -1.040  -2.466
H  4.167  -2.131  1.623
H  -0.275  -0.084  0.889
C  2.837  -1.013  0.336
H  2.846  -0.895  -3.251
H  -2.445  2.015  -4.299
C  2.445  -1.242  -2.235
H  -2.092  -0.818  -5.404
H  -0.072  1.595  2.399
H  0.719  -0.642  -4.152
H  -2.083  0.985  4.904
C  3.178  -1.684  1.525
C  -1.537  0.705  -2.912
H  -0.179  1.477  -6.045
H  -1.902  1.265  -2.045
C  -0.153  1.015  -3.120
H  -2.402  -2.030  4.539
H  -3.293  -0.808  3.579
Pd  1.135  0.120  -1.860
C  0.026  -1.097  3.487
H  2.072  1.121  3.427
H  3.544  -0.915  -0.498

Q: What is the formula in the second record?
A: C34H39CaIN8O2

Q: Which formula does entry 1 have?
A: C31H26AuCl2NP2S

Q: Which value of max |F| does entry 4 give?
A: 5.36 eV/Å